[1]
Density functional theory data (ωB97M-V with the def2-TZVPD basis set) for 10 unconnected molecules or ions with the total composition C38H86Br3N6O6 in a non-equilibrium geometry.

Computed properties:
Charge   +3
M   962.85 g/mol
LUMO energy   -0.2867 hartree
ΔE to the lowest compared entry with this formula, charge and spin   542.5 kJ/mol
Orbital gap   5.54 eV
DFT total energy   -272117.0250 eV
HOMO level   -13.34 eV

Each line ends with the Löwdin charge.
Positions of all 139 atoms, in Å:
1 C -0.998 4.456 6.704  0.011
2 C 0.157 4.821 5.845  -0.351
3 O 1.303 4.568 6.051  0.178
4 N -0.336 5.700 4.570  0.023
5 H -0.860 5.042 3.993  -0.142
6 H -0.840 6.509 4.782  0.128
7 C 0.692 6.200 3.549  -0.021
8 H -1.738 5.300 6.790  0.114
9 H -0.677 4.230 7.720  0.103
10 H -1.492 3.628 6.170  0.097
11 H 0.274 7.069 3.028  0.103
12 H 0.787 5.356 2.896  0.025
13 H 1.670 6.420 3.993  0.099
14 C 5.679 5.046 -2.818  -0.021
15 C 4.298 5.645 -2.570  -0.415
16 C 4.403 7.146 -2.806  -0.136
17 C 2.990 7.688 -2.920  -0.188
18 C 2.296 7.252 -4.190  -0.123
19 C 2.021 5.767 -4.126  -0.438
20 N 3.277 4.986 -3.581  -0.007
21 O 3.396 3.886 -3.891  0.084
22 C 1.767 5.067 -5.458  -0.022
23 C 0.939 5.401 -3.140  -0.043
24 C 3.791 5.274 -1.144  0.011
25 H 6.051 5.368 -3.827  0.116
26 H 5.811 3.973 -2.674  0.095
27 H 6.363 5.497 -2.124  0.095
28 H 5.039 7.406 -3.644  0.125
29 H 4.896 7.596 -1.897  0.154
30 H 3.045 8.806 -2.721  0.152
31 H 2.435 7.245 -2.106  0.083
32 H 2.955 7.582 -5.047  0.152
33 H 1.342 7.794 -4.295  0.141
34 H 1.355 4.069 -5.428  0.076
35 H 2.722 4.918 -6.047  0.114
36 H 1.089 5.724 -6.082  0.123
37 H 0.859 4.360 -3.031  -0.055
38 H 0.006 5.823 -3.627  0.135
39 H 1.048 5.798 -2.135  0.080
40 H 3.875 4.159 -1.098  0.101
41 H 2.875 5.602 -0.758  0.059
42 H 4.524 5.775 -0.552  0.090
43 C -5.192 -6.633 7.708  0.040
44 C -4.242 -6.963 9.032  -0.372
45 C -4.456 -8.378 9.372  -0.160
46 C -3.983 -9.457 8.384  -0.205
47 C -3.162 -9.047 7.390  -0.178
48 C -2.049 -7.982 7.585  -0.380
49 N -2.825 -6.664 8.168  -0.029
50 O -2.429 -5.646 8.194  0.270
51 C -1.405 -7.315 6.320  -0.002
52 C -1.023 -8.363 8.536  -0.019
53 C -4.368 -6.032 10.160  -0.007
54 H -4.824 -5.578 7.487  0.100
55 H -6.215 -6.509 8.024  0.093
56 H -5.238 -7.120 6.774  0.072
57 H -5.373 -8.512 9.946  0.141
58 H -3.620 -8.661 10.074  0.137
59 H -5.410 -10.109 8.248  0.249
60 H -3.819 -10.417 8.451  0.026
61 H -3.482 -8.694 6.587  0.039
62 H -2.816 -10.130 7.187  0.193
63 H -0.775 -6.412 6.406  0.097
64 H -2.349 -6.914 5.934  0.081
65 H -0.895 -7.977 5.559  0.127
66 H -0.497 -7.406 8.681  0.099
67 H -0.223 -9.197 8.345  0.173
68 H -1.574 -8.429 9.459  0.081
69 H -5.307 -6.229 10.697  0.125
70 H -4.583 -5.149 9.571  0.088
71 H -3.547 -6.016 10.884  0.120
72 C 2.806 -1.358 -9.154  -0.014
73 C 1.925 -1.972 -8.013  -0.392
74 C 2.372 -3.480 -7.903  -0.093
75 C 1.609 -4.110 -6.717  -0.162
76 C 2.052 -3.497 -5.394  -0.090
77 C 1.745 -1.927 -5.363  -0.399
78 N 2.258 -1.335 -6.658  0.023
79 O 3.009 -0.381 -6.683  0.220
80 C 2.670 -1.376 -4.299  -0.044
81 C 0.248 -1.601 -5.090  0.024
82 C 0.395 -1.764 -8.230  0.001
83 H 3.898 -1.272 -8.989  0.104
84 H 2.601 -0.331 -9.389  0.083
85 H 2.589 -1.999 -9.992  0.094
86 H 3.500 -3.396 -7.764  0.153
87 H 2.236 -3.967 -8.864  0.130
88 H 1.759 -5.230 -6.681  0.142
89 H 0.505 -4.009 -6.856  0.113
90 H 3.111 -3.566 -5.142  0.120
91 H 1.500 -3.806 -4.501  0.134
92 H 2.326 -1.593 -3.319  0.086
93 H 2.899 -0.327 -4.300  0.050
94 H 3.644 -1.758 -4.500  0.087
95 H -0.019 -2.069 -4.161  0.093
96 H -0.454 -1.889 -5.862  0.068
97 H 0.210 -0.518 -4.819  0.104
98 H 0.102 -1.898 -9.289  0.116
99 H -0.003 -0.801 -7.898  0.101
100 H -0.168 -2.563 -7.728  0.063
101 C -2.922 4.601 -0.339  -0.096
102 C -3.949 3.611 -0.922  -0.261
103 C -3.607 3.528 -2.402  -0.223
104 O -4.257 2.487 -3.099  -0.160
105 C -3.784 2.508 -4.425  -0.086
106 N -3.739 2.287 -0.129  0.096
107 H -3.348 2.300 0.843  0.078
108 H -4.625 1.722 -0.088  0.142
109 H -3.145 1.495 -0.636  -0.079
110 H -3.039 5.006 0.673  0.056
111 H -2.731 5.472 -0.925  0.074
112 H -1.998 4.058 -0.432  0.050
113 H -4.941 3.950 -0.724  0.138
114 H -2.478 3.455 -2.421  0.140
115 H -3.810 4.434 -2.962  0.127
116 H -4.464 1.997 -5.034  0.080
117 H -2.834 2.095 -4.433  0.067
118 H -3.752 3.573 -4.774  0.107
119 C 2.965 -0.302 -0.118  -0.069
120 C 1.460 -0.523 -0.132  -0.367
121 C 0.997 -1.848 0.460  -0.214
122 O 1.131 -1.808 1.834  -0.166
123 C 0.218 -2.491 2.642  -0.089
124 N 0.574 0.547 0.471  0.189
125 H 0.695 0.725 1.464  0.144
126 H 0.687 1.489 0.069  0.078
127 H -0.376 0.225 0.234  -0.017
128 H 3.234 0.292 -1.048  0.023
129 H 3.430 -1.302 -0.084  0.087
130 H 3.397 0.136 0.779  0.080
131 H 1.215 -0.431 -1.213  0.073
132 H 1.641 -2.592 0.047  0.124
133 H -0.036 -1.949 0.202  0.075
134 H 0.404 -2.199 3.687  0.102
135 H 0.234 -3.527 2.536  0.066
136 H -0.815 -2.192 2.465  0.085
137 Br 1.639 1.953 -2.515  -0.044
138 Br -2.662 -0.473 -0.234  -0.095
139 Br -1.340 3.472 2.719  -0.134

---

[2]
Density functional theory data (ωB97M-V with the def2-TZVPD basis set) for 3 unconnected molecules or ions with the total composition C38H86FIN9O4P2 in a non-equilibrium geometry.

Computed properties:
Charge   +1
M   941.01 g/mol
LUMO energy   -0.0950 hartree
Orbital gap   6.71 eV
DFT total energy   -91787.1799 eV
HOMO level   -9.29 eV

Each line ends with the Löwdin charge.
Positions of all 141 atoms, in Å:
1 C -3.302 8.653 3.536  -0.083
2 C -2.666 9.466 2.400  -0.155
3 C -1.150 9.247 2.379  -0.329
4 F -0.495 10.426 2.154  0.051
5 N -0.760 8.294 1.353  0.207
6 C -0.265 7.100 1.581  -0.282
7 N -0.081 6.541 2.852  0.158
8 C -0.571 5.120 2.580  -0.268
9 C -0.096 4.310 3.785  -0.127
10 C -0.626 4.836 5.119  -0.215
11 O -0.564 4.156 6.129  0.071
12 C -0.092 4.766 1.104  -0.315
13 C 1.251 4.035 1.158  -0.114
14 C 1.295 2.535 1.528  -0.202
15 C 1.344 1.533 0.363  -0.201
16 C 1.785 0.158 0.925  -0.176
17 C 0.975 -0.946 0.208  -0.199
18 C -0.394 -1.244 0.857  -0.193
19 C -1.504 -1.276 -0.203  -0.191
20 C -2.887 -1.669 0.366  -0.221
21 C -3.905 -0.500 0.377  -0.237
22 C -5.227 -0.834 -0.314  -0.198
23 C -6.120 0.437 -0.262  -0.164
24 C -6.065 1.270 -1.547  -0.223
25 O -5.623 2.595 -1.256  -0.209
26 C -5.884 3.511 -2.295  -0.119
27 C -1.397 4.205 0.468  -0.546
28 I -2.318 2.593 1.615  1.113
29 C -1.449 3.779 -1.027  -0.279
30 C -0.150 3.495 -1.803  -0.082
31 N 0.169 6.202 0.706  0.048
32 C 0.383 6.567 -0.695  -0.146
33 C 1.848 6.419 -1.184  -0.042
34 H -3.300 7.580 3.326  0.070
35 H -2.720 8.796 4.451  0.082
36 H -4.305 9.000 3.765  0.084
37 H -3.115 9.237 1.435  0.118
38 H -2.815 10.514 2.657  0.125
39 H -0.853 8.895 3.366  0.146
40 H -0.890 8.613 0.403  0.163
41 H -0.865 6.915 3.387  0.091
42 H -1.653 5.256 2.648  0.110
43 H 0.992 4.382 3.853  0.135
44 H -0.389 3.267 3.771  0.073
45 H -1.119 5.836 5.191  0.123
46 H 1.836 4.553 1.922  0.120
47 H 1.855 4.140 0.259  0.097
48 H 0.525 2.201 2.217  0.049
49 H 2.238 2.398 2.068  0.125
50 H 1.990 1.857 -0.451  0.120
51 H 0.311 1.374 0.042  0.071
52 H 1.499 0.093 1.976  0.106
53 H 2.846 -0.024 0.767  0.105
54 H 0.763 -0.588 -0.805  0.098
55 H 1.555 -1.861 0.105  0.093
56 H -0.358 -2.264 1.255  0.096
57 H -0.646 -0.593 1.699  0.105
58 H -1.256 -1.990 -0.988  0.116
59 H -1.574 -0.264 -0.616  0.092
60 H -2.837 -2.141 1.348  0.095
61 H -3.316 -2.416 -0.308  0.093
62 H -3.480 0.342 -0.172  0.056
63 H -4.162 -0.227 1.402  0.099
64 H -5.097 -1.097 -1.365  0.109
65 H -5.781 -1.625 0.193  0.113
66 H -7.157 0.199 -0.024  0.109
67 H -5.764 1.072 0.552  0.101
68 H -5.335 0.824 -2.236  0.121
69 H -7.048 1.299 -2.024  0.118
70 H -4.969 3.831 -2.804  0.077
71 H -6.603 3.141 -3.029  0.085
72 H -6.326 4.408 -1.853  0.084
73 H -2.133 4.998 0.585  0.074
74 H -1.994 4.557 -1.569  0.100
75 H -2.080 2.900 -1.125  0.060
76 H -0.325 3.794 -2.841  0.088
77 H 0.728 4.045 -1.485  0.036
78 H 0.032 2.428 -1.864  0.067
79 H -0.308 6.123 -1.407  0.114
80 H 0.209 7.640 -0.778  0.105
81 H 2.221 7.381 -1.532  0.080
82 H 1.890 5.772 -2.057  0.075
83 H 2.511 6.071 -0.398  0.076
84 O 4.109 -1.863 -1.066  -0.301
85 P 4.684 -3.048 -1.808  0.700
86 N 6.374 -2.722 -1.671  -0.335
87 C 6.938 -1.503 -2.221  -0.124
88 C 6.844 -2.901 -0.300  -0.148
89 N 3.997 -2.703 -3.358  -0.319
90 C 4.752 -2.294 -4.518  -0.137
91 C 2.687 -2.066 -3.352  -0.146
92 N 4.974 -4.662 -2.279  -0.316
93 C 6.239 -5.275 -2.641  -0.102
94 C 3.802 -5.474 -2.585  -0.122
95 H 8.020 -1.504 -2.069  0.084
96 H 6.527 -0.595 -1.759  0.085
97 H 6.797 -1.439 -3.297  0.052
98 H 6.476 -3.847 0.109  0.075
99 H 6.503 -2.093 0.359  0.079
100 H 7.934 -2.942 -0.274  0.083
101 H 5.003 -1.224 -4.490  0.079
102 H 4.172 -2.476 -5.428  0.082
103 H 5.671 -2.870 -4.632  0.073
104 H 2.757 -0.977 -3.212  0.078
105 H 2.063 -2.465 -2.553  0.059
106 H 2.169 -2.263 -4.294  0.082
107 H 6.687 -4.801 -3.517  0.078
108 H 6.090 -6.331 -2.874  0.085
109 H 6.961 -5.249 -1.826  0.071
110 H 3.647 -5.552 -3.665  0.090
111 H 2.904 -5.041 -2.144  0.067
112 H 3.899 -6.480 -2.171  0.078
113 O -0.172 -6.945 -1.470  -0.294
114 P -0.665 -6.384 -0.158  0.696
115 N 0.501 -7.053 0.927  -0.335
116 C 0.652 -8.490 1.064  -0.118
117 C 1.808 -6.439 0.736  -0.150
118 N -2.217 -7.141 -0.143  -0.325
119 C -2.612 -8.183 0.776  -0.136
120 C -2.849 -7.338 -1.442  -0.144
121 N -1.187 -5.259 1.024  -0.303
122 C -0.850 -5.227 2.436  -0.103
123 C -2.273 -4.363 0.651  -0.143
124 H 1.408 -8.705 1.823  0.084
125 H 0.956 -8.979 0.129  0.089
126 H -0.260 -8.963 1.421  0.054
127 H 1.715 -5.348 0.691  0.070
128 H 2.282 -6.776 -0.195  0.066
129 H 2.471 -6.667 1.574  0.085
130 H -2.233 -9.167 0.469  0.082
131 H -3.703 -8.248 0.825  0.081
132 H -2.280 -7.978 1.795  0.071
133 H -2.484 -8.242 -1.946  0.083
134 H -2.659 -6.491 -2.100  0.067
135 H -3.933 -7.420 -1.324  0.080
136 H -1.183 -6.127 2.956  0.078
137 H -1.328 -4.370 2.916  0.084
138 H 0.219 -5.104 2.604  0.071
139 H -3.227 -4.710 1.061  0.106
140 H -2.375 -4.303 -0.433  0.085
141 H -2.086 -3.346 1.005  0.009

---

> Which value of orbital gap does entry 1 give?

5.54 eV